Record 1
{"formula": "C32H35NO21P", "method": "the ωB97M-V functional and the def2-TZVPD basis", "symbols": ["C", "C", "C", "C", "C", "N", "C", "O", "C", "C", "O", "P", "O", "O", "O", "H", "H", "H", "H", "H", "H", "H", "H", "H", "H", "H", "H", "H", "H", "H", "H", "H", "H", "H", "C", "C", "C", "O", "C", "C", "C", "O", "O", "O", "H", "H", "H", "H", "C", "C", "C", "O", "C", "C", "C", "O", "O", "O", "H", "H", "H", "H", "C", "C", "C", "O", "C", "C", "C", "O", "O", "O", "H", "H", "H", "H", "C", "C", "C", "O", "C", "C", "C", "O", "O", "O", "H", "H", "H", "H"], "positions_angstrom": [[-2.9641, 1.2981, -1.9561], [-3.2641, -0.0207, -2.8297], [-2.5377, -1.3492, -2.3048], [-1.2291, -1.6183, -3.1918], [-0.3663, -2.8904, -2.7582], [0.3034, -2.7863, -1.4090], [-0.6059, -3.1371, -0.2329], [0.1007, -4.0998, 0.5727], [-0.9235, -4.9187, 1.1748], [-1.4348, -6.2081, 0.3854], [-1.3858, -4.5640, 2.2673], [1.1219, -1.2396, -1.0883], [2.1904, -0.9609, -2.1396], [0.0643, 0.0508, -0.8057], [1.9659, -1.4637, 0.3888], [-2.5130, 0.9438, -0.9646], [-3.9264, 1.8852, -1.6863], [-2.2015, 1.9740, -2.4944], [-3.0145, 0.2144, -3.9255], [-4.3937, -0.2146, -2.7666], [-3.2320, -2.2637, -2.3885], [-2.2839, -1.1682, -1.1936], [-1.6086, -1.8336, -4.2600], [-0.6105, -0.6591, -3.2828], [0.4133, -3.0730, -3.5853], [-1.0365, -3.8287, -2.7560], [1.0530, -3.5189, -1.3973], [-1.6025, -3.5062, -0.6439], [-0.7624, -2.1577, 0.3456], [-0.5371, -6.8818, 0.2206], [-2.2615, -6.6690, 1.0149], [-1.9159, -5.8608, -0.5904], [0.4493, 0.8969, -1.1521], [1.3729, -1.1192, 1.1092], [-5.2858, 4.8589, 0.8177], [-5.3790, 5.9622, 1.5642], [-4.7158, 7.2345, 1.1570], [-4.8379, 8.2255, 1.8528], [-3.9295, 7.2340, -0.0811], [-3.8343, 6.1301, -0.8245], [-4.5199, 4.8663, -0.4310], [-4.4245, 3.8810, -1.1465], [-3.1065, 6.1130, -1.9744], [-6.0830, 5.9708, 2.7253], [-5.7637, 3.9305, 1.1005], [-3.4389, 8.1578, -0.3566], [-3.1964, 5.2062, -2.3248], [-5.9992, 6.8802, 3.0735], [1.7044, 3.5579, 1.9962], [1.4586, 3.7710, 3.2922], [1.7687, 2.7378, 4.3222], [1.5489, 2.9727, 5.4955], [2.3302, 1.4602, 3.8673], [2.5724, 1.2480, 2.5726], [2.2872, 2.2914, 1.5466], [2.5384, 2.0653, 0.3720], [3.0912, 0.0662, 2.1322], [0.9163, 4.9385, 3.7246], [1.4857, 4.2995, 1.2388], [2.5345, 0.7121, 4.6217], [3.1750, 0.1643, 1.1634], [0.8396, 4.8464, 4.6946], [5.5538, 7.3199, -0.4571], [4.5808, 6.6546, 0.1685], [3.2072, 6.5656, -0.4043], [2.3480, 5.9320, 0.1874], [2.9431, 7.2564, -1.6690], [3.9153, 7.9252, -2.2938], [5.2961, 7.9914, -1.7350], [6.1618, 8.5952, -2.3416], [3.6856, 8.5727, -3.4654], [4.8028, 6.0283, 1.3562], [6.5550, 7.3902, -0.0533], [1.9380, 7.1987, -2.0646], [4.5415, 8.9749, -3.7122], [3.9487, 5.6221, 1.5990], [2.4405, -10.7290, 1.1903], [1.6912, -9.6714, 1.5071], [0.2175, -9.6659, 1.2791], [-0.4393, -8.6855, 1.5990], [-0.3882, -10.8512, 0.6680], [0.3614, -11.9092, 0.3475], [1.8308, -11.9254, 0.6003], [2.4794, -12.9137, 0.3121], [-0.1850, -13.0134, -0.2216], [2.2423, -8.5525, 2.0534], [3.5099, -10.7464, 1.3526], [-1.4553, -10.8273, 0.4919], [0.5591, -13.6333, -0.3541], [1.4974, -7.9374, 2.1920]], "forces_ev_per_a": [[0.05, -0.45, 0.29], [-0.91, 0.31, 0.17], [0.35, 0.34, -0.26], [-0.68, -0.10, -0.05], [-1.05, -0.01, -2.80], [-0.39, -0.60, 0.59], [-0.40, 0.47, 1.04], [-1.81, 0.36, -1.26], [-2.35, -0.35, 3.26], [0.24, 1.39, 0.32], [1.87, -1.08, -3.91], [5.85, 4.63, -0.18], [-3.55, -1.30, 2.24], [1.34, -2.86, -0.32], [-3.85, 0.17, -2.38], [-0.52, 0.72, -1.26], [1.87, -1.05, -0.77], [-1.26, -0.91, 0.95], [-0.37, -0.65, 1.53], [1.65, 0.28, -0.25], [1.00, 1.36, 0.15], [-0.34, -0.42, -1.66], [0.74, 0.18, 1.63], [-0.63, -1.47, 0.25], [-0.82, 0.37, 1.66], [1.05, 1.44, 0.31], [-0.28, 0.71, 0.18], [1.37, 0.43, 0.56], [-0.06, -1.50, -0.63], [-1.42, 0.73, 0.07], [1.43, 0.45, -0.76], [0.86, -0.53, 1.07], [0.03, -0.87, 0.17], [0.95, -0.47, -0.33], [0.20, -0.25, -0.43], [-0.83, -0.55, 1.07], [0.40, 0.67, -0.29], [-0.16, -0.43, 0.07], [-0.11, 0.13, 0.26], [0.74, 0.55, -0.87], [-0.47, -0.45, 0.48], [0.14, 0.51, -0.06], [-0.71, -0.58, 0.86], [0.81, 0.55, -1.02], [-0.01, 0.05, -0.01], [-0.02, -0.03, 0.00], [0.01, 0.15, -0.02], [-0.07, -0.10, 0.03], [0.09, -0.36, -0.45], [-0.52, 1.29, -0.07], [0.14, -0.46, 0.56], [-0.07, 0.19, -0.39], [-0.11, 0.09, 0.17], [0.50, -0.99, 0.32], [-0.24, 0.82, -0.15], [-0.13, -0.48, 0.12], [-0.48, 1.25, -0.05], [0.53, -1.34, 0.13], [0.03, -0.06, 0.10], [0.03, 0.03, -0.01], [0.25, -0.02, 0.14], [-0.01, 0.12, -0.08], [0.09, 0.16, -0.25], [0.73, -0.34, 0.98], [-0.55, 0.20, -0.56], [0.36, 0.11, 0.09], [-0.16, -0.31, 0.40], [-0.79, 0.47, -1.13], [0.76, 0.02, 0.38], [-0.45, -0.06, -0.11], [0.78, -0.45, 1.08], [-0.75, 0.29, -0.97], [-0.04, -0.01, -0.01], [0.03, 0.01, 0.00], [-0.12, -0.01, -0.04], [0.13, 0.05, 0.04], [0.03, -0.24, -0.11], [0.95, 0.61, 0.43], [-0.65, -0.46, -0.21], [0.44, 0.00, 0.05], [-0.05, 0.57, 0.22], [-1.08, -0.90, -0.58], [0.83, 0.00, 0.15], [-0.46, 0.12, -0.06], [1.07, 0.85, 0.54], [-0.97, -0.58, -0.48], [-0.04, 0.00, 0.01], [0.03, -0.03, 0.02], [-0.14, -0.02, -0.01], [0.14, -0.09, 0.11]], "e_lumo_ev": -3.67, "e_homo_ev": -11.3, "mol_weight_g_mol": 800.6, "e_tot_ev": -87518.6923, "total_charge": 1}

Record 2
{"formula": "C32H36ErN9O3SSi", "method": "the ωB97M-V functional and the def2-TZVPD basis", "symbols": ["Er", "N", "C", "O", "C", "C", "H", "H", "H", "H", "H", "H", "O", "N", "N", "O", "C", "C", "C", "C", "C", "C", "H", "H", "H", "H", "H", "C", "Si", "C", "C", "C", "C", "C", "C", "N", "C", "S", "H", "H", "H", "H", "H", "H", "H", "H", "H", "H", "H", "H", "N", "C", "C", "N", "C", "H", "H", "H", "H", "N", "C", "C", "C", "C", "C", "C", "N", "C", "C", "C", "C", "N", "C", "C", "H", "H", "H", "H", "H", "H", "H", "H", "H"], "positions_angstrom": [[1.3706, -0.5498, -0.5609], [0.1322, -4.4086, -2.6702], [0.5245, -3.4757, -1.7766], [1.1469, -2.4821, -2.1527], [0.1748, -3.6859, -0.3240], [0.9799, -2.7393, 0.5474], [0.2799, -4.2380, -3.6496], [-0.3916, -5.2102, -2.3715], [0.2622, -4.7655, -0.1151], [-0.9026, -3.4813, -0.2441], [1.9813, -3.1684, 0.7130], [0.5258, -2.6800, 1.5448], [1.6676, 1.2020, 0.9624], [2.6816, 1.3326, 1.7273], [3.4928, 0.3565, 1.6195], [3.2556, -0.6409, 0.8189], [4.6779, 0.3424, 2.4320], [5.0323, 1.4591, 3.1786], [6.1823, 1.4013, 3.9469], [6.9645, 0.2521, 3.9682], [6.5911, -0.8468, 3.2133], [5.4411, -0.8104, 2.4351], [4.4200, 2.3465, 3.1521], [6.4684, 2.2662, 4.5308], [7.8608, 0.2188, 4.5729], [7.1945, -1.7451, 3.2274], [5.1224, -1.6547, 1.8444], [-1.5959, 1.5069, -5.6890], [-1.4842, 2.8802, -4.4298], [-1.4349, 4.5111, -5.3567], [-2.9749, 2.8838, -3.3081], [0.1059, 2.7670, -3.4208], [1.0079, 3.8169, -3.3836], [2.1790, 3.7565, -2.6234], [2.4082, 2.6044, -1.9065], [1.5722, 1.5668, -1.9365], [0.4394, 1.6220, -2.6557], [-0.5460, 0.1852, -2.5751], [-2.4320, 1.7002, -6.3663], [-1.7430, 0.5402, -5.2130], [-0.6845, 1.4529, -6.2875], [-2.3397, 4.6067, -5.9615], [-0.5814, 4.5728, -6.0340], [-1.3997, 5.3702, -4.6849], [-3.8836, 3.0592, -3.8886], [-2.8934, 3.6752, -2.5607], [-3.0706, 1.9325, -2.7860], [0.8077, 4.7172, -3.9521], [2.8802, 4.5775, -2.5859], [3.2874, 2.4868, -1.2816], [5.1329, -1.9754, -2.7718], [4.7388, -1.1409, -3.7929], [3.6708, -0.4536, -3.3080], [3.4093, -0.8521, -2.0193], [4.3025, -1.7650, -1.7291], [5.9021, -2.6194, -2.7870], [5.2458, -1.1133, -4.7396], [3.0642, 0.2891, -3.7960], [4.3844, -2.2833, -0.7888], [-5.4023, -1.3647, 2.9622], [-6.2455, -1.3125, 4.0549], [-7.5311, -1.7983, 4.2734], [-8.0772, -1.5569, 5.5172], [-7.3706, -0.8542, 6.5095], [-6.0981, -0.3768, 6.2806], [-5.5277, -0.6142, 5.0300], [-4.2799, -0.2558, 4.5428], [-4.2492, -0.7197, 3.3256], [-3.0984, -0.5743, 2.4175], [-3.1216, -0.9989, 1.0960], [-1.9962, -0.8157, 0.3109], [-0.8758, -0.2555, 0.7650], [-0.8574, 0.1542, 2.0376], [-1.9363, 0.0183, 2.8923], [-5.5862, -1.8118, 2.0840], [-8.0811, -2.3358, 3.5128], [-9.0742, -1.9157, 5.7357], [-7.8393, -0.6870, 7.4697], [-5.5500, 0.1661, 7.0381], [-3.9954, -1.4501, 0.6446], [-1.9960, -1.1045, -0.7323], [0.0583, 0.6196, 2.3703], [-1.8804, 0.3714, 3.9113]], "forces_ev_per_a": [[-0.01, -0.27, -0.04], [0.02, 0.00, 0.08], [0.04, 0.01, -0.02], [-0.03, 0.06, 0.02], [-0.13, -0.14, -0.08], [0.12, 0.11, 0.22], [-0.01, -0.01, -0.02], [-0.01, -0.02, -0.04], [0.04, 0.04, 0.03], [0.02, 0.07, 0.00], [-0.02, -0.01, -0.04], [0.01, -0.01, -0.03], [0.09, 0.12, 0.03], [-0.09, -0.12, -0.12], [0.02, 0.08, 0.10], [0.02, -0.08, -0.06], [-0.22, 0.02, -0.17], [0.10, -0.07, 0.03], [-0.02, 0.02, 0.00], [-0.01, 0.06, 0.02], [-0.02, -0.07, -0.04], [0.11, 0.04, 0.11], [-0.02, 0.01, 0.00], [0.02, -0.01, 0.01], [0.01, 0.00, 0.00], [0.00, 0.00, 0.00], [-0.01, -0.02, -0.01], [-0.03, 0.02, -0.11], [0.15, -0.05, 0.08], [-0.04, 0.02, -0.03], [-0.05, 0.02, 0.03], [-0.03, 0.00, -0.03], [0.10, 0.05, 0.02], [-0.02, -0.08, 0.02], [-0.04, 0.10, -0.09], [0.02, -0.06, 0.20], [-0.13, -0.12, -0.08], [0.11, 0.18, -0.04], [-0.01, -0.02, -0.02], [0.00, -0.02, 0.03], [0.02, 0.01, -0.02], [-0.01, 0.01, -0.01], [0.03, 0.00, -0.01], [0.00, 0.03, 0.03], [-0.03, -0.01, 0.00], [-0.01, 0.02, 0.01], [0.01, -0.02, 0.01], [-0.03, 0.02, -0.03], [-0.01, 0.03, -0.01], [0.01, 0.00, 0.00], [-0.08, 0.03, 0.03], [0.03, 0.02, 0.00], [-0.08, -0.02, -0.07], [-0.02, 0.01, 0.08], [0.10, 0.00, 0.02], [0.03, -0.02, -0.01], [0.00, 0.01, -0.02], [-0.01, 0.00, -0.01], [-0.02, 0.01, 0.02], [-0.06, 0.04, 0.19], [-0.06, -0.09, -0.17], [0.02, 0.02, 0.01], [-0.01, 0.03, 0.07], [-0.04, -0.04, -0.06], [0.02, 0.01, 0.01], [0.14, 0.08, 0.06], [-0.16, -0.07, 0.02], [0.22, 0.04, -0.18], [-0.14, 0.00, 0.19], [0.05, 0.01, -0.11], [-0.01, 0.05, 0.07], [0.14, 0.02, 0.03], [-0.16, -0.04, 0.00], [0.12, 0.03, -0.09], [-0.01, -0.01, -0.03], [0.00, -0.01, -0.02], [-0.01, 0.00, 0.00], [-0.02, 0.00, 0.01], [0.02, 0.00, 0.00], [-0.01, -0.01, 0.02], [0.00, -0.02, 0.01], [0.01, -0.01, 0.01], [-0.04, -0.02, 0.02]], "e_lumo_ev": [0.08, 0.08], "e_homo_ev": [-7.0, -7.0], "spin_multiplicity": 4, "mol_weight_g_mol": 822.1, "relative_energy_ev": 0.547, "e_tot_ev": -99659.7058, "s_squared": 3.7521, "total_charge": 0}

Record 3
{"formula": "C32H36IrN7OS4", "method": "the ωB97M-V functional and the def2-TZVPD basis", "symbols": ["Ir", "C", "C", "S", "C", "C", "S", "C", "C", "S", "H", "H", "H", "H", "H", "H", "H", "H", "H", "H", "H", "H", "S", "C", "N", "N", "C", "C", "C", "C", "C", "C", "N", "N", "C", "C", "C", "C", "C", "C", "H", "H", "H", "H", "H", "H", "H", "H", "H", "H", "H", "C", "C", "C", "C", "C", "N", "C", "O", "N", "C", "C", "C", "C", "N", "C", "C", "C", "H", "H", "H", "H", "H", "H", "H", "H", "H", "H", "H", "H", "H"], "positions_angstrom": [[0.3783, 0.2162, -0.5043], [2.7054, -2.2482, -0.3296], [1.3681, -2.9530, -0.3819], [0.1057, -2.0861, -1.3300], [0.8493, -2.1132, -2.9986], [0.7951, -0.7631, -3.6724], [1.3357, 0.6255, -2.6447], [3.1117, 0.2687, -2.4045], [3.5216, 0.4204, -0.9600], [2.5298, -0.5250, 0.2267], [3.2442, -2.2562, -1.2749], [3.3324, -2.7483, 0.4096], [0.9379, -3.0611, 0.6152], [1.4754, -3.9538, -0.8035], [0.2684, -2.8286, -3.5805], [1.8646, -2.4968, -2.9180], [-0.2243, -0.5164, -3.9642], [1.4019, -0.7427, -4.5793], [3.6622, 1.0030, -2.9936], [3.3258, -0.7132, -2.8237], [3.3897, 1.4480, -0.6222], [4.5744, 0.1656, -0.8273], [0.9722, 2.3290, 0.2636], [0.5573, 2.0377, 1.9076], [0.7482, 3.0198, 2.7893], [0.2162, 2.8795, 3.9695], [0.5487, 3.6588, 5.0351], [-0.1987, 3.4764, 6.2238], [0.1585, 4.1762, 7.3459], [1.2482, 5.0545, 7.2964], [1.9634, 5.2613, 6.1048], [1.6209, 4.5799, 4.9689], [0.0260, 0.8554, 2.3467], [-0.2372, -0.0214, 1.4692], [-0.5967, -1.2919, 2.0049], [-1.5444, -2.0480, 1.3154], [-1.9286, -3.2774, 1.8202], [-1.3726, -3.7443, 3.0071], [-0.4451, -2.9727, 3.7013], [-0.0519, -1.7417, 3.2062], [-0.5031, 2.1652, 4.1094], [-1.0409, 2.7932, 6.2360], [-0.3946, 4.0488, 8.2656], [1.5396, 5.5890, 8.1911], [2.7886, 5.9593, 6.0886], [2.1440, 4.7291, 4.0356], [-2.0078, -1.6495, 0.4218], [-2.6697, -3.8684, 1.2990], [-1.6662, -4.7104, 3.3954], [-0.0271, -3.3332, 4.6313], [0.6854, -1.1432, 3.7241], [-3.7931, -1.2771, 7.2427], [-3.7798, -0.4343, 5.9963], [-3.9412, -1.0085, 4.7378], [-3.9078, -0.2357, 3.5896], [-3.7017, 1.1368, 3.6716], [-3.5978, 1.8404, 2.4359], [-3.4804, 3.1816, 2.2539], [-3.4615, 4.0229, 3.1187], [-3.3210, 3.5817, 0.9031], [-2.9131, 2.8239, -0.1785], [-3.2597, 3.1248, -1.4951], [-2.7507, 2.3396, -2.5133], [-1.8683, 1.3142, -2.2210], [-1.4938, 1.0377, -0.9586], [-2.0305, 1.7719, 0.0260], [-3.5848, 1.7398, 4.9158], [-3.6273, 0.9455, 6.0572], [-3.3825, -2.2687, 7.0578], [-4.8161, -1.4209, 7.5966], [-3.2402, -0.8033, 8.0518], [-4.1106, -2.0756, 4.6561], [-4.0586, -0.7022, 2.6200], [-3.7663, 1.2758, 1.6200], [-3.4763, 4.5699, 0.7663], [-3.9115, 3.9623, -1.7103], [-3.0292, 2.5225, -3.5416], [-1.4741, 0.6880, -3.0027], [-1.7425, 1.5214, 1.0279], [-3.4892, 2.8111, 4.9975], [-3.5547, 1.4252, 7.0262]], "forces_ev_per_a": [[0.97, -1.23, -0.08], [0.14, -0.08, 0.15], [0.07, -0.11, 0.09], [-0.50, 0.41, 0.04], [0.02, -0.02, 0.05], [0.03, 0.02, -0.10], [-0.27, 0.23, 0.39], [0.01, 0.04, -0.11], [0.37, -0.10, 0.12], [-0.49, 0.47, -0.30], [-0.07, -0.04, -0.03], [0.07, 0.04, -0.04], [0.00, -0.03, 0.00], [-0.01, 0.00, 0.00], [0.04, -0.04, 0.00], [0.00, 0.02, -0.01], [0.02, 0.01, -0.07], [-0.03, -0.03, -0.02], [-0.05, -0.03, -0.08], [0.01, -0.03, 0.08], [0.07, 0.02, 0.02], [-0.02, -0.05, 0.00], [0.01, 0.15, 0.05], [-0.25, 0.08, 0.04], [0.15, -0.15, 0.24], [-0.07, 0.13, -0.12], [-0.03, 0.08, 0.01], [0.01, -0.06, 0.01], [0.02, 0.01, 0.00], [-0.03, 0.00, -0.01], [-0.02, 0.02, 0.03], [-0.06, 0.01, -0.06], [-0.09, 0.20, -0.01], [0.70, -0.50, 0.24], [-0.42, 0.11, -0.09], [-0.03, 0.05, -0.02], [-0.01, -0.02, 0.01], [0.01, 0.03, 0.02], [0.00, -0.02, -0.04], [0.06, 0.06, 0.03], [0.01, -0.12, 0.06], [0.02, -0.04, -0.03], [0.01, 0.01, 0.01], [0.00, 0.02, -0.01], [-0.01, 0.01, 0.01], [0.04, -0.04, 0.02], [-0.01, -0.01, -0.01], [-0.01, 0.01, 0.00], [-0.01, 0.00, 0.01], [0.03, -0.02, -0.02], [-0.02, 0.00, 0.02], [-0.24, 0.04, -0.03], [0.08, -0.07, 0.09], [0.01, 0.03, -0.06], [0.05, -0.12, -0.01], [0.05, 0.09, -0.22], [-0.12, -0.22, 0.18], [0.32, 0.37, -0.27], [0.01, -0.05, 0.10], [-0.32, -0.08, 0.12], [0.10, -0.09, 0.07], [0.00, 0.09, 0.00], [0.02, -0.09, 0.04], [-0.24, -0.06, 0.12], [-0.08, 0.66, -0.50], [-0.09, -0.24, -0.16], [0.12, 0.06, 0.12], [0.06, 0.02, -0.02], [0.07, 0.02, 0.01], [-0.01, 0.02, -0.01], [0.05, -0.03, -0.01], [0.01, 0.00, -0.01], [0.01, 0.00, 0.02], [-0.23, 0.01, 0.04], [-0.10, -0.01, 0.02], [-0.04, -0.04, -0.02], [0.02, 0.01, 0.00], [0.07, 0.03, -0.04], [0.00, 0.16, -0.06], [-0.05, 0.03, -0.02], [0.01, 0.00, 0.02]], "e_lumo_ev": [-9.79, -10.69], "e_homo_ev": [-14.8, -14.8], "spin_multiplicity": 2, "mol_weight_g_mol": 855.2, "e_tot_ev": -92403.6791, "s_squared": 0.9059, "total_charge": 3}

What is the formula in the second record?
C32H36ErN9O3SSi